Record 1
Below is a 2-piece molecular cluster, C8H10NO overall, with properties calculated with ωB97M-V/def2-TZVPD.

Calculated values
electronic energy: -440.41234 a.u.
charge: +1
spin multiplicity: 1
LUMO: -5.5 eV
energy relative to the best compared isomer or geometry (same formula, charge and spin): 112.38 kcal/mol
frontier orbital gap: 7.777 eV

Last column: natural (NBO) charge in e.
Element x y z (Å)
C -2.087 -0.721 0.006  -0.19
C -2.595 0.510 0.149  -0.15
C 1.731 1.610 -0.036  0.51
C 0.148 0.177 0.011  0.12
C -0.402 1.418 -0.039  0.30
C -0.660 -1.105 -0.045  -0.47
C -1.803 1.801 -0.036  -0.51
C 2.407 -0.842 0.040  -0.42
N 1.535 0.273 -0.085  -0.35
O 0.626 2.302 -0.053  -0.37
H -2.774 -1.501 0.232  0.23
H -3.667 0.676 0.357  0.24
H 3.453 1.963 -0.497  0.28
H -0.383 -1.780 0.787  0.25
H -0.355 -1.574 -1.061  0.25
H -1.965 2.409 -1.007  0.26
H -2.070 2.449 0.811  0.26
H 1.794 -1.554 0.617  0.25
H 2.496 -1.287 -0.977  0.24
H 3.478 -0.480 0.448  0.26

***

Record 2
Below is C8H10NO2S as an isolated structure, with properties calculated with ωB97M-V/def2-TZVPD.

Calculated values
electronic energy: -913.94018 a.u.
charge: +1
spin multiplicity: 1
LUMO: -5.3 eV
energy relative to the best compared isomer or geometry (same formula, charge and spin): 35.77 kcal/mol
frontier orbital gap: 8.060 eV

Last column: natural (NBO) charge in e.
Element x y z (Å)
C -3.244 -0.661 0.040  -0.11
C -2.208 -1.512 0.092  -0.22
C -2.932 0.594 -0.292  -0.21
C -0.886 -1.196 0.073  -0.11
C -1.622 0.986 -0.370  -0.10
C -0.489 0.175 -0.085  -0.21
C 0.875 0.696 -0.113  0.59
C 2.031 -0.110 0.369  0.22
N 3.147 0.787 0.370  -0.85
O 1.196 1.766 -0.699  -0.59
O 1.819 -0.804 1.541  -0.65
S 1.930 -1.147 -1.155  0.07
H -4.286 -0.931 0.107  0.24
H -2.506 -2.533 0.347  0.24
H -3.745 1.290 -0.378  0.24
H -0.078 -1.908 0.146  0.19
H -1.478 2.063 -0.454  0.23
H 2.077 2.175 -0.528  0.55
H 3.985 0.360 0.521  0.41
H 3.009 1.452 1.157  0.38
H 1.313 -1.580 1.307  0.49
H 2.094 0.039 -1.997  0.20

***

Record 3
Below is an isolated ion of composition C8H10NO4S and charge -1, with properties calculated with ωB97M-V/def2-TZVPD.

Calculated values
electronic energy: -1064.71446 a.u.
charge: -1
spin multiplicity: 1
LUMO: 3.6 eV
energy relative to the best compared isomer or geometry (same formula, charge and spin): 47.59 kcal/mol
frontier orbital gap: 8.044 eV
SMILES: CC(C)S1(=O)([O-])OC(=O)c2cccn21

Last column: natural (NBO) charge in e.
Element x y z (Å)
C 2.482 -1.459 -0.129  -0.65
C 1.286 -0.537 0.279  -0.40
C 1.018 -0.639 1.794  -0.63
S -0.077 -1.427 -0.491  2.30
O 0.310 -2.795 0.020  -1.02
O -0.147 -1.484 -1.966  -0.92
O -1.440 -1.302 0.440  -0.69
C -2.160 -0.186 0.701  0.76
O -3.082 -0.241 1.488  -0.61
C -1.701 0.906 -0.076  -0.14
C -2.160 2.215 -0.285  -0.24
C -1.393 2.787 -1.242  -0.36
C -0.484 1.769 -1.562  -0.04
N -0.577 0.659 -0.846  -0.52
H 2.682 -1.358 -1.228  0.23
H 3.306 -1.038 0.553  0.18
H 2.198 -2.458 0.262  0.27
H 1.377 0.524 0.042  0.24
H 0.290 -0.043 2.094  0.21
H 1.993 -0.521 2.216  0.20
H 0.614 -1.622 1.919  0.24
H -3.053 2.776 0.111  0.20
H -1.439 3.757 -1.642  0.20
H 0.155 1.718 -2.451  0.18

***

- What is the charge in the first record?
  +1

***

- Which value of frontier orbital gap does entry 3 give?
  8.044 eV